ORCA calculation (ωB97M-V/def2-TZVPD) on a single C4H6N2O molecule.

Geometry as XYZ:
```
13
Properties=species:S:1:pos:R:3:forces:R:3
C -2.085736 0.762526 0.200405 -0.271 0.064 -0.144
O -0.918139 0.459048 0.942516 0.187 -0.096 0.005
C 0.140432 0.025704 0.212036 0.078 -0.020 0.022
C 1.406949 -0.141810 0.933963 0.266 -0.110 -0.234
N 2.424140 -0.583097 0.302781 -0.317 0.169 0.368
C 0.756279 -0.347138 -2.109884 -0.428 0.041 0.549
N 0.118753 -0.216174 -1.032550 0.389 -0.012 -0.591
H -1.892964 1.551925 -0.534469 0.012 -0.098 0.095
H -2.828244 1.102927 0.922399 0.112 -0.048 -0.093
H -2.459717 -0.124151 -0.323682 0.055 0.080 0.062
H 1.390430 0.152380 1.987530 0.031 -0.020 -0.108
H 3.246393 -0.602356 0.904103 -0.068 -0.014 -0.020
H 0.736957 -1.373383 -2.511787 -0.046 0.065 0.088
```
Positions in Å, forces in eV/Å.

Summary:
Gap between HOMO and LUMO (alpha / beta) (eV): 8.29 / 8.29
E_HOMO (alpha / beta) (eV): -7.8 / -7.8
Relative energy (zero: lowest compared OMol25 entry of this formula, charge and spin) (kJ/mol): 395.92
Net charge: 0

Atomic partial charges in e from the Löwdin method, atoms 1 to 6: -0.077 -0.081 -0.373 -0.145 0.112 0.071

---

ORCA calculation (ωB97M-V/def2-TZVPD) on a molecular structure, C32H32GaN5O6S.

Geometry as XYZ:
```
77
Properties=species:S:1:pos:R:3:forces:R:3
Ga 0.269146 0.340236 0.350851 0.585 0.114 0.281
C 2.119213 -0.368456 -6.271587 -0.083 0.003 0.150
C 1.919037 -0.427702 -4.774743 -0.120 -0.068 -0.319
C 2.810434 0.033894 -3.889737 0.212 0.059 0.233
C 2.638994 -0.027733 -2.442736 -0.166 0.130 -0.005
C 3.745524 0.210074 -1.694675 0.083 -0.157 0.061
N 3.940222 0.226659 -0.334833 0.258 0.168 -0.171
C 5.258265 -0.123273 0.217269 -0.170 0.149 -0.031
C 5.576367 0.567642 1.548854 -0.107 0.083 -0.171
C 5.983200 2.044285 1.485689 -0.175 -0.084 -0.077
N 4.944882 2.909963 0.864582 0.347 -0.232 0.104
C 3.705498 2.991238 1.188404 -0.211 -0.027 0.122
C 3.072392 2.544313 2.409793 0.318 0.092 0.094
C 3.541439 2.761735 3.707993 0.108 0.172 -0.088
C 2.760073 2.468884 4.819798 -0.002 -0.010 0.197
C 3.258648 2.735983 6.223415 -0.013 -0.093 -0.162
C 1.495525 1.931449 4.592092 -0.061 -0.047 0.190
C 1.020245 1.637510 3.312415 -0.310 -0.078 0.102
C -0.321179 1.117606 3.118361 0.292 0.072 0.171
N -0.806852 0.635311 2.030053 -0.591 -0.141 -0.536
C -2.246931 0.289397 1.969977 0.100 0.101 -0.116
C -2.936022 1.079707 0.840671 0.189 -0.084 0.009
C -3.236535 0.245512 -0.396052 0.212 0.028 -0.010
N -2.057014 -0.537327 -0.821712 -0.274 -0.016 0.678
C -1.862421 -0.663739 -2.025888 0.111 -0.015 -0.313
C 0.457433 -1.025346 -2.956161 0.016 0.232 0.551
C 0.694431 -1.021265 -4.256276 -0.010 -0.035 -0.363
C 1.249375 -0.321385 -1.882287 -0.122 -0.303 -0.103
O 0.519729 0.819271 -1.451366 -0.159 -0.148 -0.009
C 1.825119 1.936225 2.203097 -0.194 -0.345 -0.170
O 1.494966 1.633948 0.987432 0.165 0.289 -0.195
H 3.178824 -0.321650 -6.521001 -0.036 0.013 0.021
H 1.636168 0.512927 -6.703612 -0.001 -0.069 0.043
H 1.695640 -1.246985 -6.764566 0.058 0.038 0.049
H 3.746133 0.445422 -4.261432 -0.070 -0.030 0.068
H 4.652901 0.434719 -2.250533 -0.018 -0.026 0.049
H 3.168955 -0.086026 0.227916 -0.086 -0.027 0.130
H 6.011370 0.125061 -0.533048 0.003 0.027 -0.012
H 5.320671 -1.201542 0.377769 0.024 -0.055 -0.028
H 6.427314 0.046404 1.990634 -0.023 0.009 0.063
H 4.737996 0.437944 2.235400 0.016 -0.038 0.046
H 6.871167 2.155144 0.868879 0.032 0.083 -0.036
H 6.226506 2.421587 2.475264 -0.019 0.029 0.035
H 5.200267 3.348985 -0.008509 0.055 -0.028 -0.107
H 3.055562 3.433377 0.439389 -0.012 0.082 0.020
H 4.507858 3.235455 3.859093 -0.074 -0.036 -0.017
H 3.893558 3.621069 6.257139 -0.033 -0.014 -0.020
H 3.846481 1.893012 6.595386 -0.037 0.035 -0.039
H 2.430315 2.887537 6.914275 0.009 0.010 -0.039
H 0.858063 1.719814 5.448800 0.053 0.027 -0.097
H -0.982279 1.163821 3.985026 -0.007 -0.005 -0.009
H -2.714523 0.501528 2.928001 0.041 0.028 0.116
H -2.325831 -0.781002 1.783500 0.005 -0.063 0.033
H -2.309938 1.932984 0.567612 -0.019 0.059 0.015
H -3.876748 1.494298 1.197534 -0.030 0.027 0.027
H -3.619781 0.879809 -1.197158 0.019 -0.008 -0.061
H -4.005770 -0.488212 -0.160432 -0.016 -0.113 0.021
H -2.369453 -0.213044 -2.866768 0.083 -0.040 -0.192
H -0.006808 -1.450375 -4.963922 0.104 0.060 0.051
O 1.778686 -2.269665 -0.396547 -0.006 0.087 -0.047
C 1.303243 -1.187890 -0.538439 -0.354 -0.236 -0.108
O -2.208077 -4.378934 -5.318715 0.139 0.045 0.073
S -3.250644 -3.114448 -5.179847 -0.483 -0.073 -0.446
O -4.345446 -3.481462 -4.323059 0.196 0.014 0.114
N -2.268794 -2.097532 -4.194331 -0.328 0.174 -0.265
C -1.477809 -2.637569 -3.416211 0.554 0.000 0.696
O -0.824802 -1.631847 -2.439068 -0.010 0.129 -0.329
C -1.070901 -3.997762 -3.233611 -0.074 0.277 0.023
C -0.327918 -4.505243 -2.164194 0.064 0.012 0.028
C -0.049232 -5.848840 -2.106485 0.005 -0.139 -0.027
C -0.518352 -6.700362 -3.111704 0.038 -0.018 0.076
C -1.257414 -6.214144 -4.173257 -0.025 -0.162 -0.122
C -1.528460 -4.861752 -4.232153 -0.058 -0.174 -0.056
H 0.024143 -3.845796 -1.391811 0.084 0.177 0.152
H 0.528345 -6.245741 -1.281441 -0.047 0.017 -0.059
H -0.308915 -7.761509 -3.057533 0.006 0.048 -0.005
H -1.631972 -6.860783 -4.957729 0.044 0.040 0.068
```
Positions in Å, forces in eV/Å.

Summary:
Gap between HOMO and LUMO (eV): 6.10
E_HOMO (eV): -12.1
Relative energy (zero: lowest compared OMol25 entry of this formula, charge and spin) (kJ/mol): 0.00
Net charge: +2

Atomic partial charges in e from the Löwdin method, atoms 1 to 6: 0.611 -0.036 -0.243 0.007 -0.100 -0.049

---

ORCA calculation (ωB97M-V/def2-TZVPD) on a single C10H21N5O4 molecule in a non-equilibrium geometry.

Geometry as XYZ:
```
40
Properties=species:S:1:pos:R:3:forces:R:3
H 0.736399 -2.710080 -1.531639 0.574 1.698 1.554
N 0.783237 -1.971018 -0.748764 1.138 -0.900 -0.661
C 1.944974 -1.806485 -0.149980 -1.227 -0.012 0.335
N 3.165274 -2.245769 -0.529268 2.769 2.330 4.666
N 1.910491 -1.158482 1.107990 -3.829 2.753 0.221
C 2.817024 -0.110815 1.618974 2.277 -1.502 -1.386
C 2.816222 1.100693 0.673602 4.530 1.763 1.216
C 1.523415 1.833005 0.570270 -0.844 0.728 4.932
C 0.950498 1.565408 -0.674018 -1.903 -1.598 -3.039
N 1.603668 2.444442 -1.591474 0.423 1.698 1.106
C -0.613349 1.787248 -0.464997 1.937 -1.542 -0.682
O -1.143323 2.884661 -0.424423 -0.502 -0.373 0.056
N -1.138376 0.553308 -0.223402 0.023 -1.748 -2.341
C -2.597506 0.285641 -0.568052 -0.930 2.908 3.440
C -3.401560 0.554521 0.867838 -0.241 -0.861 -1.115
O -3.902440 -0.417330 1.462648 0.495 5.270 -0.182
O -3.531972 1.927793 1.149088 1.808 -0.916 -0.735
C -2.889333 -1.117199 -0.906212 -0.042 -4.330 -0.242
C -2.337296 -2.161250 0.261438 -0.591 0.659 0.131
O -4.300713 -1.358075 -1.013410 -0.620 -0.916 3.312
H 3.191178 -2.879094 -1.270500 0.768 -1.081 -0.966
H 4.025996 -2.028177 0.301891 -3.385 -1.449 -3.885
H 0.953487 -0.568178 1.110140 2.216 -2.601 0.137
H 3.830199 -0.555662 1.705576 0.094 0.184 -0.944
H 2.768420 -0.030419 2.701278 -1.434 0.795 0.054
H 3.791390 1.782306 0.881986 -2.361 -1.144 0.254
H 3.159770 0.808529 -0.334236 -0.527 -0.406 0.299
H 1.424610 2.932273 0.664488 0.896 -0.403 0.710
H 0.756428 1.421061 1.314816 1.311 0.556 -0.161
H 1.263803 0.419415 -0.812488 -1.371 2.486 -0.970
H 1.349795 2.283039 -2.514170 -0.557 -0.126 -2.007
H 1.424791 3.462705 -1.340604 0.168 -1.875 -0.475
H -0.370178 -0.254209 -0.498454 -2.868 1.765 0.589
H -3.156620 1.123295 -1.165608 1.730 -1.652 0.220
H -2.820137 2.565924 0.642994 -1.882 -2.569 1.077
H -2.642479 -1.509132 -1.909320 1.166 0.892 0.352
H -1.272148 -1.906436 0.607586 -1.777 -0.547 -0.460
H -2.422422 -3.279207 0.028027 0.263 1.751 -0.320
H -3.135607 -1.916506 1.065008 2.248 -1.121 -1.086
H -4.515612 -1.751732 -0.064616 0.057 1.435 -3.005
```
Positions in Å, forces in eV/Å.

Summary:
SMILES: [H]/N=C(\N)NCCC[C@H](N)C(=O)N[C@H](C(=O)O)[C@@H](C)O
Gap between HOMO and LUMO (eV): 9.42
E_HOMO (eV): -9.1
Relative energy (zero: lowest compared OMol25 entry of this formula, charge and spin) (kJ/mol): 627.74
Net charge: 0

Atomic partial charges in e from the Löwdin method, atoms 1 to 6: 0.091 0.062 -0.599 0.126 0.014 -0.217

---

ORCA calculation (ωB97M-V/def2-TZVPD) on a molecular structure, C32H43GaN6PS4.

Geometry as XYZ:
```
87
Properties=species:S:1:pos:R:3:forces:R:3
Ga 0.580486 -0.565411 -1.066523 -0.035 -0.027 -0.033
S -0.288641 -1.363073 -5.245798 0.001 -0.002 -0.022
P -0.315570 0.379031 -4.336440 0.018 0.012 0.032
S 1.176123 0.664042 -2.929567 0.020 0.023 -0.045
C -1.897981 0.706078 -3.509229 0.009 0.002 0.008
C -1.984309 1.537907 -2.394192 -0.003 -0.011 0.002
C -3.220913 1.828745 -1.837510 -0.024 -0.006 -0.002
C -4.372927 1.286361 -2.387837 0.002 0.012 0.005
C -4.292021 0.454065 -3.496795 0.002 -0.002 -0.009
C -3.058555 0.164426 -4.060785 -0.005 -0.016 0.002
C -0.054135 1.761017 -5.475462 -0.004 -0.007 -0.008
C -0.106448 3.070410 -4.998613 -0.001 0.001 0.002
C 0.075361 4.129320 -5.870431 0.004 0.000 -0.002
C 0.312607 3.886039 -7.218468 0.000 0.002 0.002
C 0.365811 2.585094 -7.692715 0.002 -0.003 -0.002
C 0.180331 1.518721 -6.822801 0.003 0.004 0.000
H -1.085984 1.941638 -1.944196 -0.003 0.002 -0.002
H -3.279146 2.459373 -0.959573 0.002 -0.005 0.006
H -5.336128 1.509661 -1.947097 0.001 -0.002 0.000
H -5.192424 0.037552 -3.930521 0.001 0.001 0.001
H -2.987066 -0.477072 -4.930956 -0.003 0.003 0.001
H -0.289112 3.262430 -3.948375 -0.002 -0.003 0.000
H 0.030454 5.145202 -5.500910 0.001 0.000 -0.001
H 0.453550 4.715552 -7.898979 0.000 0.000 0.000
H 0.548336 2.396053 -8.742182 0.000 0.000 -0.001
H 0.213689 0.499351 -7.184587 -0.002 -0.001 -0.001
C -0.557187 -1.087506 5.861571 -0.003 -0.004 0.004
C 0.440154 -1.988006 5.090320 0.007 0.003 -0.004
N 0.397360 -1.701504 3.665246 -0.014 -0.014 -0.008
C 0.869995 -0.345459 3.403531 0.029 0.036 -0.015
C 0.071339 0.669416 4.257528 0.003 -0.011 0.008
N -1.073952 -0.083016 4.880440 0.005 0.001 -0.016
C -1.883529 -0.769720 3.812659 0.023 0.020 0.011
C -0.967976 -1.830742 3.159778 -0.002 -0.016 0.015
H -0.094851 -0.545463 6.684887 0.000 0.005 -0.003
H -1.418367 -1.636897 6.238663 0.000 0.001 0.006
H 0.197505 -3.036867 5.256834 -0.004 -0.001 -0.004
H 1.456140 -1.820506 5.446930 0.000 -0.002 0.004
H 0.736463 -0.140692 2.337873 -0.028 0.013 0.025
H 1.931355 -0.277624 3.642906 -0.003 -0.018 0.009
H -0.360671 1.471124 3.662767 -0.002 -0.008 -0.002
H 0.649154 1.088809 5.081078 0.002 0.010 -0.004
H -1.678967 0.582816 5.354850 0.006 0.003 0.006
H -2.203660 0.003143 3.118429 0.005 -0.013 0.001
H -2.759517 -1.195584 4.300613 0.003 0.001 0.008
H -0.950409 -1.680964 2.080319 0.008 0.005 -0.004
H -1.325104 -2.838015 3.377057 -0.002 0.000 -0.008
S 0.803927 -2.951417 -1.359095 0.009 0.016 -0.024
C -0.768092 -3.446399 -1.793627 -0.030 0.013 0.030
N -1.502491 -2.915483 -2.731592 -0.001 -0.020 0.010
C -2.763723 -3.577081 -3.047570 0.002 0.004 -0.001
C -3.113894 -4.435823 -1.833521 -0.006 -0.002 0.007
S -1.532858 -4.780572 -0.996590 0.006 -0.008 -0.011
H -1.082415 -2.269585 -3.422650 0.000 0.017 -0.011
H -2.626546 -4.179982 -3.947802 0.001 -0.001 0.003
H -3.529222 -2.826678 -3.240344 -0.002 0.002 -0.008
H -3.590884 -5.370117 -2.115820 -0.001 0.000 0.000
H -3.751393 -3.898924 -1.134106 0.002 -0.002 0.000
C 4.875051 0.818827 -2.541570 0.001 0.002 0.000
N 4.427600 -0.509421 -2.107342 0.009 -0.012 -0.003
C 4.669922 -1.640754 -3.012089 -0.003 0.000 -0.003
C 3.458860 -0.598537 -1.252522 -0.004 0.020 0.015
N 2.597928 -0.686155 -0.471439 0.018 -0.001 -0.014
H 5.947979 0.780597 -2.718033 0.001 0.000 0.000
H 4.664746 1.544732 -1.760793 0.001 0.000 0.000
H 4.354421 1.107438 -3.455745 0.000 -0.001 0.001
H 5.738995 -1.707845 -3.202370 0.001 -0.001 -0.002
H 4.131421 -1.490553 -3.948926 -0.001 0.000 0.001
H 4.329425 -2.559431 -2.541865 0.000 -0.001 0.000
C -0.112825 2.636619 1.267849 0.016 0.010 0.005
C -1.406757 1.878993 1.351893 -0.010 0.000 -0.048
C -2.511911 2.419815 1.994468 -0.004 0.008 -0.007
C -3.737819 1.759096 2.020583 0.001 0.000 0.002
C -3.848727 0.549569 1.343425 -0.031 0.035 -0.066
C -2.767337 -0.025300 0.692115 0.023 0.019 -0.054
C -2.934620 -1.286208 -0.096834 0.007 -0.024 0.019
C -1.483567 0.598746 0.721214 -0.032 -0.036 0.141
N -0.361084 0.008421 0.287948 0.021 -0.041 0.054
H -0.192422 3.610632 1.753042 0.000 0.000 -0.005
H 0.171996 2.788867 0.222648 -0.003 0.012 0.003
H 0.723977 2.085809 1.706709 -0.008 -0.013 0.019
H -2.419383 3.394211 2.465248 0.001 0.002 0.000
H -4.593431 2.197820 2.516497 -0.002 0.000 0.002
H -4.808875 0.043723 1.308225 0.002 -0.004 0.003
H -3.958587 -1.658095 -0.021378 0.000 -0.003 0.002
H -2.241936 -2.068227 0.232219 -0.003 0.013 -0.004
H -2.712400 -1.095621 -1.153080 -0.001 0.007 -0.018
```
Positions in Å, forces in eV/Å.

Summary:
Gap between HOMO and LUMO (eV): 6.60
E_HOMO (eV): -8.6
Relative energy (zero: lowest compared OMol25 entry of this formula, charge and spin) (kJ/mol): 13.33
Net charge: +1

Atomic partial charges in e from the Löwdin method, atoms 1 to 6: -0.031 0.308 0.177 0.424 -0.384 -0.113